Molecular formula: C90H190N10O10
Method: DFT, ωB97M-V with the def2-TZVPD basis set

```
! RIJCOSX wB97M-V def2-TZVPD def2/J DEFGRID3
* xyz 0 1
C -1.7227 3.4571 -3.2082
C -1.3570 2.9901 -4.5754
C -0.0404 2.1620 -4.4209
C 0.2397 1.2276 -5.6499
C -1.0302 0.4376 -5.9559
C -2.3448 1.1876 -6.1366
N -2.4301 2.1160 -4.9751
O -3.5868 2.8832 -4.8908
C -2.3345 1.9133 -7.5161
C -3.5330 0.2735 -6.0573
C -1.1033 4.1058 -5.5930
H -2.2466 2.5934 -2.7605
H -2.4775 4.2244 -3.3603
H -0.8153 3.8008 -2.5845
H 0.7228 2.9062 -4.3770
H -0.0678 1.6599 -3.4552
H 1.0768 0.5498 -5.3469
H 0.5991 1.8753 -6.4941
H -1.1598 -0.3629 -5.2041
H -1.0896 -0.1961 -6.7972
H -3.3134 2.4132 -7.6892
H -1.5285 2.6841 -7.5534
H -2.1719 1.1950 -8.3311
H -3.6052 -0.2285 -7.0177
H -3.5527 -0.4088 -5.2334
H -4.3907 0.8351 -5.8290
H -0.4307 3.8326 -6.4051
H -0.5885 4.9189 -4.9950
H -2.0464 4.5284 -5.9681
H -3.9699 2.5391 -4.0781
C -4.7060 1.4268 2.0934
C -3.8151 0.2346 2.4250
C -4.6224 -0.7743 3.2980
C -3.7241 -2.0591 3.4961
C -3.4724 -2.7090 2.1351
C -2.6645 -1.7147 1.1734
N -3.4376 -0.4447 1.1288
O -2.7546 0.5532 0.2599
C -1.1536 -1.5941 1.6458
C -2.6755 -2.3417 -0.1731
C -2.6264 0.6946 3.2748
H -4.9905 1.8191 3.0531
H -5.5261 1.0876 1.4771
H -4.1425 2.1232 1.4940
H -4.7278 -0.2747 4.2593
H -5.4923 -0.9557 2.6473
H -4.2038 -2.7717 4.1336
H -2.8092 -1.8556 4.0082
H -4.4870 -2.9666 1.6971
H -2.9521 -3.6437 2.1971
H -0.5274 -1.0136 0.9716
H -1.0889 -1.2722 2.7060
H -0.7678 -2.6620 1.4626
H -2.3292 -1.5913 -0.8511
H -2.0721 -3.2258 -0.2428
H -3.6625 -2.5818 -0.5477
H -2.9554 1.4743 3.9510
H -1.8287 1.1476 2.6865
H -2.2953 -0.1575 3.8910
H -1.8380 0.5235 0.5960
C 0.7578 -7.6053 2.1394
C 0.2147 -6.5630 1.1549
C 0.2017 -7.1687 -0.1801
C -0.8014 -8.2934 -0.4502
C -2.1511 -7.6490 -0.0784
C -2.2586 -7.1316 1.3673
N -1.1818 -6.0837 1.4478
O -1.2521 -5.4020 2.7102
C -3.5141 -6.2607 1.4246
C -2.2675 -8.1874 2.4651
C 1.1330 -5.3215 1.0676
H 0.1834 -8.5233 1.9005
H 0.5231 -7.3284 3.1893
H 1.8089 -7.6567 2.0619
H 0.0432 -6.3067 -0.8116
H 1.2381 -7.5274 -0.4131
H -0.5697 -9.1984 0.1723
H -0.7614 -8.6583 -1.4914
H -3.0044 -8.3131 -0.2667
H -2.2744 -6.7474 -0.7383
H -3.3740 -5.3827 0.7363
H -4.4752 -6.8275 1.3577
H -3.5377 -5.7751 2.4208
H -3.2951 -8.5594 2.7131
H -1.6562 -9.0474 2.2208
H -1.7343 -7.8505 3.3919
H 0.8216 -4.6078 0.2858
H 2.1949 -5.6173 0.8763
H 1.1147 -4.7740 2.0593
H -0.8693 -6.1171 3.2893
C 6.0256 0.7937 -3.2168
C 5.8362 1.9405 -4.1848
C 5.1706 1.4583 -5.4237
C 4.7282 2.5045 -6.4205
C 3.8135 3.5205 -5.7880
C 4.4412 4.1124 -4.4929
N 4.9050 2.9550 -3.6876
O 5.4603 3.4064 -2.4837
C 5.4905 5.1565 -4.8405
C 3.3525 4.8202 -3.7537
C 7.1721 2.5031 -4.6703
H 6.3325 1.1455 -2.2337
H 6.7753 0.0842 -3.5362
H 5.0380 0.4322 -2.9896
H 5.9190 0.7745 -5.8273
H 4.2862 0.8586 -5.1654
H 4.2739 1.9692 -7.2621
H 5.6382 2.9900 -6.8428
H 2.8503 3.0580 -5.5289
H 3.6875 4.4006 -6.3661
H 4.9512 6.0513 -5.1088
H 6.0711 5.4738 -4.0174
H 6.0426 4.7756 -5.6634
H 2.6138 4.1106 -3.4074
H 3.7451 5.2603 -2.7777
H 2.9482 5.6466 -4.2868
H 7.5235 3.1841 -3.8725
H 7.0063 3.0442 -5.5481
H 7.8529 1.6899 -4.8988
H 4.8083 3.2267 -1.8035
C 9.3485 -5.9112 0.8250
C 7.9444 -6.1882 0.2366
C 7.5437 -7.6371 0.4661
C 6.0686 -7.9667 0.3016
C 5.2483 -6.9846 1.1712
C 5.5814 -5.4878 0.9634
N 7.0572 -5.3908 1.1106
O 7.4305 -4.0315 1.0237
C 5.1641 -4.9670 -0.4115
C 4.9591 -4.6654 2.0759
C 8.0130 -5.9317 -1.3425
H 10.0950 -6.6147 0.4547
H 9.3009 -6.2236 1.9180
H 9.7593 -4.9210 0.5980
H 8.1223 -8.2127 -0.2315
H 7.8540 -7.8705 1.5153
H 5.8658 -8.9523 0.6886
H 5.9194 -8.0459 -0.8016
H 5.3811 -7.3002 2.2037
H 4.2224 -7.1795 0.9674
H 5.8095 -5.2676 -1.1537
H 4.1292 -5.2576 -0.6057
H 5.1644 -3.8746 -0.3605
H 5.2813 -3.6039 2.1353
H 3.9066 -4.6950 1.9687
H 5.2098 -5.0346 3.1067
H 7.1334 -6.2117 -1.9276
H 8.9570 -6.5384 -1.5562
H 8.2683 -4.9049 -1.5580
H 7.8290 -3.9110 1.8968
C -4.9697 0.2681 -2.6476
C -6.0218 -0.7849 -2.7096
C -5.8830 -1.6968 -3.9471
C -6.6160 -3.0423 -3.9105
C -6.1200 -3.7422 -2.6143
C -6.5724 -3.0073 -1.3613
N -5.7736 -1.7222 -1.4799
O -5.9715 -0.9164 -0.2645
C -8.1239 -2.8762 -1.2157
C -6.1741 -3.8306 -0.1676
C -7.3622 -0.0405 -2.8051
H -5.0667 0.9348 -3.5410
H -3.9600 -0.1854 -2.7144
H -4.9871 0.9056 -1.7250
H -6.1248 -1.1292 -4.8277
H -4.8888 -2.0850 -4.1668
H -6.4257 -3.5311 -4.8845
H -7.6741 -2.8491 -3.7938
H -5.0377 -3.7763 -2.6267
H -6.4578 -4.8111 -2.5105
H -8.5142 -3.9206 -1.0482
H -8.3477 -2.2724 -0.3325
H -8.6431 -2.4709 -2.1235
H -6.6522 -4.8357 -0.2637
H -5.0922 -3.9411 0.0022
H -6.4833 -3.4228 0.8009
H -8.1120 -0.5894 -3.3915
H -7.2512 0.9275 -3.2879
H -7.7696 0.0519 -1.7927
H -5.0535 -0.8094 -0.0300
C 2.7048 5.5833 0.5145
C 2.1753 6.2623 1.7613
C 0.6223 6.1973 1.6509
C -0.0450 6.4119 3.0244
C 0.4897 5.3561 3.9660
C 2.0026 5.4343 4.1455
N 2.6243 5.4461 2.8492
O 4.0288 5.4922 3.0452
C 2.4130 6.5882 5.0580
C 2.5306 4.2128 4.7398
C 2.6472 7.7065 1.8521
H 2.3277 4.5989 0.5040
H 3.8239 5.7295 0.4785
H 2.2732 5.9772 -0.3505
H 0.2444 6.9669 0.9210
H 0.2354 5.2503 1.3794
H -1.0988 6.3207 2.8750
H 0.1563 7.4176 3.3800
H 0.2029 4.4511 3.5587
H 0.1311 5.4768 4.9942
H 2.2312 7.5490 4.5760
H 1.9737 6.5613 6.0263
H 3.4949 6.6199 5.1412
H 3.4879 4.4218 5.2800
H 1.7835 3.8107 5.5265
H 2.7712 3.3323 4.1442
H 2.4138 8.0249 0.8481
H 3.7369 7.7294 1.9515
H 2.0393 8.3165 2.5591
H 4.2567 4.6169 2.7746
C 2.4636 -0.5173 -2.8787
C 1.8822 -0.8544 -1.4739
C 3.0140 -1.1465 -0.4767
C 3.6901 0.1093 0.1658
C 2.5914 0.8969 0.7772
C 1.5924 1.3437 -0.2566
N 0.9985 0.1504 -0.8155
O 0.0201 0.5566 -1.7709
C 0.5382 2.0865 0.5042
C 2.3242 2.2326 -1.3055
C 0.9534 -2.0868 -1.6210
H 3.3133 0.1387 -2.8520
H 1.7579 -0.2331 -3.6137
H 2.9812 -1.4658 -3.2665
H 2.5320 -1.7182 0.3356
H 3.7338 -1.8552 -0.9456
H 4.3039 0.6160 -0.6255
H 4.3905 -0.2364 0.8755
H 2.9102 1.7815 1.2876
H 2.1262 0.2890 1.5163
H 0.8931 2.9033 1.1671
H -0.2520 2.5329 -0.1191
H 0.0164 1.4181 1.1721
H 1.6045 2.6676 -1.9215
H 2.7909 3.0367 -0.7488
H 3.1123 1.6916 -1.8697
H 1.4305 -3.0647 -1.5917
H 0.3702 -1.9529 -2.5307
H 0.1864 -2.0496 -0.8443
H -0.6636 -0.0705 -1.5562
C -6.7626 5.4724 0.5035
C -6.2590 6.9542 0.2887
C -5.9659 7.5950 1.6095
C -4.5286 7.2456 2.1421
C -3.4965 7.4219 1.0990
C -3.7948 6.6408 -0.1996
N -5.1272 7.1397 -0.6525
O -5.4522 6.4567 -1.9245
C -2.6675 7.0882 -1.1832
C -3.6645 5.1337 -0.0393
C -7.5103 7.6839 -0.2537
H -6.0847 4.8412 1.1022
H -6.9125 5.0080 -0.5023
H -7.6716 5.6108 1.0705
H -6.0926 8.7013 1.5115
H -6.6997 7.2396 2.3679
H -4.5646 6.1809 2.4052
H -4.3458 7.8116 3.0320
H -2.4866 7.0827 1.4717
H -3.4008 8.4494 0.6788
H -2.8215 6.4041 -2.0066
H -2.8426 8.0607 -1.5388
H -1.6286 7.0233 -0.7412
H -4.0314 4.6683 0.8698
H -4.1096 4.5904 -0.8476
H -2.5904 4.8606 -0.0401
H -7.9712 8.3810 0.4953
H -8.2882 7.0554 -0.5963
H -7.2607 8.3170 -1.0392
H -5.6311 7.1820 -2.5163
C -0.6288 -3.1000 6.1255
C 0.8676 -3.3781 5.9114
C 1.3461 -3.1053 4.4911
C 1.4743 -1.6550 4.0066
C 2.5026 -0.9806 4.9855
C 2.0793 -1.1431 6.4591
N 1.7544 -2.5945 6.7896
O 1.2481 -2.8095 8.1364
C 3.2709 -0.7979 7.3834
C 0.8878 -0.2106 6.8029
C 1.0640 -4.8598 6.2539
H -1.1194 -3.8129 5.5182
H -0.8237 -2.1692 5.6575
H -1.0984 -3.0798 7.0691
H 2.3453 -3.6304 4.5159
H 0.6692 -3.6708 3.8331
H 0.5541 -1.1070 3.9437
H 1.7987 -1.7332 2.9608
H 2.6339 0.1504 4.8971
H 3.4397 -1.5142 4.8377
H 3.7281 0.1265 7.0836
H 3.0602 -0.5700 8.4740
H 3.9426 -1.6800 7.2778
H 0.3418 -0.6997 7.5647
H 1.2998 0.7598 7.1222
H 0.2442 -0.1399 5.8962
H 0.7513 -5.0896 7.2951
H 2.1392 -5.1862 6.2141
H 0.6644 -5.3521 5.3383
H 2.1344 -2.7984 8.5870
*
```

Results
SMILES: CC1(C)CCCC(C)(C)N1O.CC1(C)CCCC(C)(C)N1O.CC1(C)CCCC(C)(C)N1O.CC1(C)CCCC(C)(C)N1O.CC1(C)CCCC(C)(C)N1O.CC1(C)CCCC(C)(C)N1O.CC1(C)CCCC(C)(C)N1O.CC1(C)CCCC(C)(C)N1O.CC1(C)CCCC(C)(C)N1O.CC1(C)CCCC(C)(C)N1O
Total energy: -4842.53652 Ha
Energy above the lowest of the compared OMol25 structures with the same formula, charge and spin: 413.9 kJ/mol

---

Molecular formula: C50H41KN4O3PS2
Method: DFT, ωB97M-V with the def2-TZVPD basis set

```
! RIJCOSX wB97M-V def2-TZVPD def2/J DEFGRID3
* xyz -1 1
K 1.0373 1.9356 0.0140
C 0.6729 -1.8850 3.0854
C 0.3865 -1.1502 4.2289
C -0.4178 -0.0508 4.0925
C -0.8718 0.2555 2.8510
N -0.5607 -0.4272 1.7444
C 0.1473 -1.5561 1.8507
C -1.6771 1.5587 2.6838
C -2.0592 2.2670 3.7891
C -2.6751 3.5275 3.6205
C -2.6998 4.0483 2.3350
C -2.1903 3.2760 1.2713
N -1.6995 2.0408 1.4171
C -2.2889 3.6476 -0.1928
C -3.4820 3.9636 -0.9029
C -3.4731 4.1406 -2.3207
C -2.2691 4.2458 -2.9464
C -1.1079 4.0039 -2.1943
N -1.1366 3.6885 -0.9054
H 1.2254 -2.7885 3.1612
H 0.9264 -1.3196 5.1735
H -0.5104 0.4670 5.0142
H 0.4204 -2.0365 0.9496
H -1.8580 1.7498 4.7323
H -2.8668 4.1167 4.4891
H -3.0189 5.0835 2.2572
H -4.4258 3.8975 -0.4477
H -4.4063 4.3626 -2.9203
H -2.2211 4.4776 -3.9200
H -0.1275 4.0343 -2.6615
C 2.4650 -4.3711 1.0130
C 3.6636 -3.5258 0.5414
C 3.5784 -3.0601 -0.9350
C 4.9443 -4.4355 0.4981
C 3.7544 -2.3995 1.5023
C 4.0504 -2.7426 2.8667
C 4.0727 -1.8336 3.9531
C 3.6727 -0.5275 3.5872
S 3.4183 0.8031 4.6033
C 2.5863 1.6487 3.3146
N 2.5480 1.0189 2.1820
C 3.2555 -0.1907 2.3130
C 3.4061 -1.1376 1.2611
C 1.8598 2.9485 3.4986
C 1.9991 3.4563 4.8012
C 1.1900 4.4851 5.1742
C 0.3209 4.9666 4.2319
C 0.4167 4.5863 2.8935
C 1.0610 3.4165 2.4247
H 2.3210 -5.2053 0.3253
H 1.5021 -3.7930 1.0033
H 2.5858 -4.7416 2.0256
H 3.6449 -3.7861 -1.7862
H 4.2875 -2.3177 -1.1251
H 2.6671 -2.5070 -1.0625
H 4.8187 -5.1991 -0.2961
H 5.1891 -4.8476 1.4192
H 5.7544 -3.7656 0.1844
H 4.2668 -3.7420 3.1493
H 4.4279 -2.1835 4.8819
H 3.1089 -0.7350 0.2787
H 2.6902 3.0229 5.4814
H 1.1964 5.0010 6.0962
H -0.4311 5.7257 4.6052
H -0.2611 5.0820 2.2219
O 3.4187 -0.1153 -3.1414
S 2.0514 0.1893 -2.7727
O 1.6480 1.5971 -2.8998
O 1.5236 -0.4823 -1.5700
C 1.0333 -0.6459 -4.0101
C 1.5965 -0.9709 -5.2603
C 0.9219 -1.5807 -6.2861
C -0.4210 -1.9781 -6.0379
C -0.9875 -1.7047 -4.8213
C -0.2953 -1.0515 -3.8013
P -1.1562 -0.4102 -2.2811
C -2.7408 0.2203 -3.2838
C -2.5311 1.1886 -4.3189
C -3.6837 1.7243 -5.0649
C -4.9424 1.3548 -4.6812
C -5.1490 0.2952 -3.7764
C -4.0582 -0.2064 -3.0098
C -1.7345 -1.9219 -1.4329
C -1.3082 -3.1941 -1.7131
C -1.5213 -4.2174 -0.7911
C -2.2958 -3.8927 0.3589
C -2.8411 -2.6440 0.6020
C -2.5819 -1.5927 -0.3039
H 2.6244 -0.6202 -5.3341
H 1.4176 -1.7564 -7.1972
H -0.9787 -2.4855 -6.7993
H -2.0646 -1.9730 -4.5807
H -1.4923 1.3966 -4.5199
H -3.5436 2.4652 -5.8830
H -5.7987 1.8371 -5.1661
H -6.1105 -0.1290 -3.5386
H -4.1438 -0.9560 -2.2344
H -0.7187 -3.3585 -2.6439
H -1.2256 -5.2402 -0.9280
H -2.4551 -4.6454 1.1142
H -3.3733 -2.5907 1.5839
H -2.8869 -0.5935 -0.0528
*
```

Results
Total energy: -4112.37686 Ha

---

Molecular formula: C9H11Cl2N2P
Method: DFT, ωB97M-V with the def2-TZVPD basis set

```
! RIJCOSX wB97M-V def2-TZVPD def2/J DEFGRID3
* xyz 0 1
C 0.7071 -0.3571 0.5011
C -1.5038 -0.1675 -0.3187
C 0.2606 -1.4053 1.4256
C -2.0091 -1.0509 0.6561
C -0.1859 0.1031 -0.4841
C -1.0825 -1.8381 1.3848
C 0.2726 1.0803 -1.4539
C -1.5623 -3.0170 2.2317
C 1.9604 3.3935 -2.8205
N -0.3044 1.3975 -2.5256
N 0.8544 2.9881 -3.5666
P -0.6651 3.6191 -3.5434
Cl -0.3476 5.4043 -4.4495
Cl -1.0196 4.5109 -1.7007
H 1.6493 0.0832 0.6720
H -2.2418 0.3896 -0.9186
H 0.9504 -1.8901 2.0572
H -3.0269 -1.2406 0.8323
H 1.3816 1.3057 -1.3397
H -1.0399 -3.9297 2.0608
H -1.3281 -3.0277 3.2905
H -2.7593 -3.1361 2.0722
H 1.8941 4.5460 -2.8398
H 1.7229 3.2389 -1.7982
H 2.9537 3.0770 -3.1561
*
```

Results
Total energy: -1720.68358 Ha
Energy above the lowest of the compared OMol25 structures with the same formula, charge and spin: 0.0 kJ/mol

---

Molecular formula: C18H26F4NO18PS
Method: DFT, ωB97M-V with the def2-TZVPD basis set

```
! RIJCOSX wB97M-V def2-TZVPD def2/J DEFGRID3
* xyz 0 1
C 0.5574 -2.6166 0.4837
N 0.9488 -3.9159 -0.1305
C 2.4235 -3.9496 -0.4654
C 2.8500 -2.8590 -1.5649
C 4.1702 -2.0197 -1.1869
C 3.9728 -1.3850 0.2744
S 4.8824 0.1992 0.5605
O 3.8341 1.2871 0.6941
O 5.8887 0.5379 -0.4919
O 5.6118 0.0405 2.0884
C 0.8038 -4.9641 0.9060
O 0.4747 -4.7070 2.0966
O 1.0122 -6.3566 0.5820
P 2.3315 -6.9515 1.5012
O 3.0881 -8.0675 0.7764
H -0.5394 -2.6528 0.8342
H 0.6263 -1.7285 -0.2237
H 1.1638 -2.3503 1.4263
H 3.0852 -3.9580 0.4734
H 2.5941 -4.9790 -0.9600
H 3.0155 -3.4160 -2.5608
H 2.0204 -2.1043 -1.7797
H 5.1218 -2.6725 -1.1584
H 4.3673 -1.2318 -2.0004
H 2.8575 -1.1652 0.4099
H 4.2475 -2.1763 1.0675
H 4.9222 -0.4125 2.6364
H 3.2244 -5.8543 1.7317
H 1.9418 -7.4524 2.7855
C -1.1716 2.0234 -0.4327
C -0.3439 2.8628 0.4866
O -0.2020 2.0440 1.6306
C -0.2601 0.7638 1.1695
O 0.0888 -0.1928 1.7987
O -0.7562 0.7051 -0.0979
F -1.0057 3.9929 0.8433
H -2.2441 2.1233 -0.2469
H -0.9770 2.2414 -1.4828
H 0.6440 3.1208 0.0945
C -2.9694 0.6620 3.6467
C -3.8019 1.7424 3.0354
O -5.1236 1.3045 3.2711
C -5.0630 0.5670 4.4173
O -6.0151 0.2610 5.0691
O -3.7799 0.2292 4.7305
F -3.6010 1.8108 1.6962
H -2.7971 -0.1754 2.9643
H -2.0052 1.0297 4.0006
H -3.6568 2.7301 3.4826
C -4.0544 5.7781 0.0624
C -3.9741 6.5809 -1.1975
O -3.4599 5.6569 -2.1357
C -3.8868 4.4344 -1.7130
O -3.8773 3.4473 -2.3924
O -4.3332 4.4729 -0.4266
F -3.0932 7.6015 -1.0697
H -3.1105 5.7652 0.6146
H -4.8456 6.1253 0.7282
H -4.9362 6.9645 -1.5490
C -0.1505 -0.5655 -4.5049
C -0.2404 0.8752 -4.1132
O 0.6508 0.9675 -3.0190
C 1.5969 0.0118 -3.2388
O 2.6508 -0.0327 -2.6755
O 1.1980 -0.8833 -4.1844
F -1.4859 1.1864 -3.6824
H -0.8221 -1.2031 -3.9232
H -0.3496 -0.7222 -5.5657
H 0.0657 1.5747 -4.8963
*
```

Results
SMILES: CN(CCCCS(=O)(=O)O)C(=O)O[PH2]=O.O=C1OC[C@@H](F)O1.O=C1OC[C@@H](F)O1.O=C1OC[C@@H](F)O1.O=C1OC[C@@H](F)O1
Total energy: -3249.54840 Ha

---

The records above give, respectively, E_HOMO values of -7.91, -4.37, -8.97, -10.39 eV.